{
  "formula": "C18H48FFeO6",
  "method": "the ωB97M-V functional and the def2-TZVPD basis",
  "species": ["C", "H", "C", "H", "H", "C", "H", "C", "H", "C", "H", "H", "O", "H", "H", "H", "H", "H", "F", "H", "C", "H", "H", "O", "H", "H", "C", "Fe", "H", "H", "C", "H", "C", "C", "C", "H", "H", "H", "H", "C", "C", "H", "H", "C", "O", "H", "C", "H", "H", "O", "H", "H", "H", "H", "C", "C", "H", "H", "H", "O", "H", "H", "H", "O", "H", "H", "H", "H", "H", "H", "H", "H", "H", "C"],
  "positions_angstrom": [[4.261, 1.375, 0.178], [-0.060, 2.190, -1.387], [1.042, -1.071, -2.791], [2.505, 0.491, -2.507], [-2.366, -0.283, -2.445], [1.795, -3.996, 1.780], [4.995, -2.027, 0.248], [-2.752, 2.975, 3.315], [-4.297, -2.532, -1.410], [-2.993, 1.906, 2.278], [1.316, 3.117, -1.061], [-2.229, 2.631, 4.201], [-0.012, 2.842, 1.215], [-0.670, -2.294, -3.302], [5.347, -1.095, -1.159], [0.680, -2.086, -4.584], [0.990, -4.612, -0.626], [2.754, -4.040, 1.270], [0.389, -0.050, 1.361], [-0.563, -4.683, 0.158], [0.825, -3.189, 0.939], [-2.224, 3.789, 2.807], [-0.164, -3.377, -1.010], [-0.278, -2.644, 1.795], [3.515, 1.917, 0.763], [-0.678, -3.457, 2.145], [4.180, -0.109, 0.519], [-1.071, -0.818, 2.112], [-3.660, 3.514, 3.591], [1.936, -3.501, 2.743], [-3.123, -0.087, -1.683], [1.330, -2.327, 0.507], [0.063, -1.660, -3.798], [-3.340, -2.486, -0.887], [-4.105, 0.953, 2.704], [1.417, -4.998, 1.996], [-3.235, 2.234, 1.267], [2.222, -0.279, 0.748], [2.408, -0.300, -4.171], [1.879, 0.091, -3.301], [0.207, -3.988, -0.189], [-2.537, -2.785, -1.562], [4.349, -0.132, 1.604], [-0.093, 5.161, 0.512], [-1.786, 1.056, 2.215], [-5.072, 1.447, 2.741], [-3.138, -1.022, -0.508], [-1.158, -1.144, -0.456], [-1.435, 3.503, 0.058], [2.904, -0.675, 0.199], [-0.797, 5.463, 1.291], [-3.110, 0.973, -1.438], [-4.051, -0.312, -2.217], [-1.052, 1.659, 1.893], [0.227, 3.224, -1.177], [5.237, -1.012, -0.075], [5.269, 1.730, 0.389], [-0.350, 5.881, -0.271], [-0.512, -0.840, -4.245], [0.391, -0.740, -1.540], [1.240, 0.880, -3.707], [-3.456, -3.127, -0.015], [1.703, -1.925, -2.583], [-1.852, -0.969, 0.234], [0.033, 3.885, -2.017], [-3.990, -0.814, 0.139], [0.928, 5.404, 0.800], [6.236, -0.762, 0.282], [0.825, 2.391, 1.064], [4.087, 1.534, -0.889], [-4.128, 0.046, 2.095], [-3.889, 0.626, 3.728], [1.107, -0.380, -0.999], [-0.367, 3.739, 0.121]],
  "lowdin_spin": [0.000, 0.000, 0.000, 0.000, 0.000, 0.003, 0.000, 0.006, 0.001, 0.013, 0.000, 0.000, 0.005, 0.000, 0.000, 0.000, 0.001, 0.001, 0.301, 0.000, 0.006, 0.000, 0.000, 0.084, 0.000, 0.004, 0.000, 4.281, 0.001, 0.000, 0.006, 0.000, 0.000, 0.005, 0.002, 0.000, 0.003, 0.000, 0.000, 0.000, 0.003, 0.000, 0.000, 0.000, 0.120, 0.000, 0.014, 0.002, 0.000, 0.003, 0.000, 0.000, 0.002, 0.001, 0.000, 0.000, 0.000, 0.000, 0.000, 0.002, 0.000, 0.000, 0.000, 0.126, 0.000, 0.000, 0.000, 0.000, 0.000, 0.000, 0.001, 0.000, 0.000, 0.000],
  "max_force_ev_per_a": 3.60,
  "e_above_lowest_kcal_mol": 0.00,
  "total_charge": 2,
  "s2": 8.76,
  "homo_lumo_gap_ev": [7.54, 5.09],
  "lumo_ha": [-0.2854, -0.3756],
  "multiplicity": 6
}